*one*
The molecule C5H8O3. Source: the Open Molecules 2025 dataset; level of theory: the ωB97M-V functional and the def2-TZVPD basis.

ORCA input file:
```
! RIJCOSX wB97M-V def2-TZVPD def2/J DEFGRID3
* xyz 0 1
H 0.199 1.394 2.261
H -1.269 0.995 1.361
O -1.864 -1.250 -0.066
H -0.388 -0.280 2.221
H 1.512 1.376 -1.243
H -1.740 -2.382 -1.988
H -0.237 1.468 -1.235
O -0.815 -2.129 -1.810
O 1.572 -1.508 -0.815
C 0.606 -0.971 -0.238
C -0.272 0.632 1.629
H 0.722 2.488 -0.115
H 1.580 -0.265 0.861
C -0.823 -1.456 -0.651
C 0.572 0.386 0.408
C 0.645 1.503 -0.583
*
```

Results
HOMO-LUMO gap = 9.455 eV
LUMO level = -0.297 eV
HOMO energy = -9.75 eV


*two*
C5H8O3 as an isolated structure. Source: the Open Molecules 2025 dataset; level of theory: the ωB97M-V functional and the def2-TZVPD basis.

ORCA input file:
```
! RIJCOSX wB97M-V def2-TZVPD def2/J DEFGRID3
* xyz 0 1
O 1.355 0.117 0.585
H 0.374 1.296 1.873
H 0.056 -1.890 -1.714
C 1.134 -1.190 0.185
C -0.659 -0.155 -0.744
H -0.127 2.719 -0.635
C -0.363 -1.607 -0.747
H -1.182 -2.481 -0.452
C -0.656 1.910 0.107
O -0.962 -0.039 0.762
O -1.268 1.226 -0.963
H 0.450 0.125 -0.761
H -1.322 2.292 0.790
C 0.096 0.797 0.843
H 2.060 -1.337 -0.166
H 1.014 -1.783 1.037
*
```

Results
HOMO-LUMO gap = 10.361 eV
LUMO level = 0.897 eV
HOMO energy = -9.46 eV


*three*
C5H8O3 as an isolated structure. Source: the Open Molecules 2025 dataset; level of theory: the ωB97M-V functional and the def2-TZVPD basis.

ORCA input file:
```
! RIJCOSX wB97M-V def2-TZVPD def2/J DEFGRID3
* xyz 0 1
O -2.018 0.433 -0.922
C -0.841 -0.460 -0.607
C -0.311 0.030 0.991
H 0.615 -0.633 -2.329
H 1.712 0.529 1.422
O 1.342 -1.075 -0.127
H 0.755 2.075 -0.155
H -3.099 -0.230 -0.890
C 0.576 -0.304 -1.184
H -1.079 -1.466 -0.737
H -0.574 1.068 1.377
H 2.024 1.391 -0.963
C 1.071 0.158 0.685
O -0.715 -0.741 2.177
C 1.195 1.075 -0.526
H -0.654 -1.850 1.788
*
```

Results
HOMO-LUMO gap = 9.684 eV
LUMO level = 0.253 eV
HOMO energy = -9.43 eV


*four*
C5H8O3 as an isolated structure. Source: the Open Molecules 2025 dataset; level of theory: the ωB97M-V functional and the def2-TZVPD basis.

ORCA input file:
```
! RIJCOSX wB97M-V def2-TZVPD def2/J DEFGRID3
* xyz 0 1
C -0.375 0.798 -0.667
H -1.864 -0.983 0.065
H -0.494 -1.500 -2.357
H 1.459 -0.391 -0.951
C 1.102 0.555 -0.538
C -1.327 -0.662 -0.826
O 1.037 1.678 1.679
H 0.338 -1.571 1.016
O -0.692 -1.751 -1.442
C 0.201 -0.586 1.453
H -2.092 -0.248 -1.488
H -0.217 -0.560 2.454
H 1.664 1.440 -0.841
C 0.795 0.540 0.935
H 1.413 1.422 2.534
O -0.948 1.820 -1.023
*
```

Results
HOMO-LUMO gap = 9.451 eV
LUMO level = 0.362 eV
HOMO energy = -9.09 eV


The data favor *one*; the next most stable structure lies 0.0425 hartree above it.


*one*
The molecule C5H8O3. Source: the Open Molecules 2025 dataset; level of theory: the ωB97M-V functional and the def2-TZVPD basis.

ORCA input file:
```
! RIJCOSX wB97M-V def2-TZVPD def2/J DEFGRID3
* xyz 0 1
H 1.765 -0.766 0.588
H 2.012 -0.326 -2.066
H -3.203 -1.067 0.869
O -1.319 -1.365 -0.154
H 2.735 1.344 -2.255
C -2.289 -0.427 0.415
H 3.538 0.011 -1.253
C 2.561 0.529 -1.542
C 1.082 0.058 0.189
H -0.542 0.605 -0.861
C -0.194 0.053 1.008
H -0.058 -0.870 1.644
C -0.287 -0.326 -0.353
O -1.548 0.528 1.296
H -2.651 0.261 -0.426
O 1.763 1.023 -0.459
*
```

Results
HOMO-LUMO gap = 10.331 eV
LUMO level = 0.909 eV
HOMO energy = -9.42 eV


*two*
The molecule C5H8O3. Source: the Open Molecules 2025 dataset; level of theory: the ωB97M-V functional and the def2-TZVPD basis.

ORCA input file:
```
! RIJCOSX wB97M-V def2-TZVPD def2/J DEFGRID3
* xyz 0 1
C 0.336 -1.055 -0.430
H -3.459 0.284 -0.227
C 0.733 1.361 -0.272
O -1.511 0.591 -0.283
H 0.381 1.820 0.636
H 3.279 -0.546 0.401
C -0.191 0.162 -0.195
O 2.120 0.939 -0.316
H 1.917 -0.143 1.441
H -2.510 -0.640 1.193
H -2.698 -1.115 -0.530
C 2.288 -0.240 0.426
O 1.680 -1.236 -0.457
C -2.605 -0.277 0.122
H -0.208 -2.085 -0.524
H 0.448 2.182 -0.983
*
```

Results
HOMO-LUMO gap = 9.097 eV
LUMO level = 0.903 eV
HOMO energy = -8.19 eV


The data favor *two*; the next most stable structure lies 0.1284 hartree above it.


*one*
The molecule N2. Source: the Open Molecules 2025 dataset; level of theory: the ωB97M-V functional and the def2-TZVPD basis.

ORCA input file:
```
! RIJCOSX wB97M-V def2-TZVPD def2/J DEFGRID3
* xyz 0 1
N -0.234 -0.379 0.676
N 0.234 0.379 -0.676
*
```

Results
HOMO-LUMO gap = 10.131 eV
LUMO level = -2.240 eV
HOMO energy = -12.37 eV


*two*
The molecule N2. Source: the Open Molecules 2025 dataset; level of theory: the ωB97M-V functional and the def2-TZVPD basis.

ORCA input file:
```
! RIJCOSX wB97M-V def2-TZVPD def2/J DEFGRID3
* xyz 0 1
N 0.522 -0.321 -0.478
N -0.522 0.321 0.478
*
```

Results
HOMO-LUMO gap = 10.735 eV
LUMO level = -1.907 eV
HOMO energy = -12.64 eV


The data favor *two*; the next most stable structure lies 0.0407 hartree above it.


*one*
A 2-piece molecular cluster, C3H12N3O overall. Source: the Open Molecules 2025 dataset; level of theory: the ωB97M-V functional and the def2-TZVPD basis.

ORCA input file:
```
! RIJCOSX wB97M-V def2-TZVPD def2/J DEFGRID3
* xyz 1 1
C 0.261 -0.354 -1.739
C -2.866 0.239 0.527
H 3.602 1.611 4.473
H 4.684 0.581 4.032
H -3.084 0.641 1.531
O 3.793 0.646 4.445
H -3.300 -0.772 0.452
H -3.349 0.886 -0.224
H 1.124 -0.712 -3.608
H -0.801 -0.469 0.961
H -0.935 1.219 0.388
N 0.301 -0.763 -3.002
H 1.422 0.237 -0.044
H -1.571 -0.874 -1.634
C -1.311 0.190 0.232
N -0.940 -0.262 -1.111
H -0.573 -1.157 -3.359
N 1.365 -0.202 -0.966
H 2.179 -0.687 -1.353
*
```

Results
HOMO-LUMO gap = 10.424 eV
LUMO level = -3.226 eV
HOMO energy = -13.65 eV


*two*
A 2-piece molecular cluster, C3H12N3O overall. Source: the Open Molecules 2025 dataset; level of theory: the ωB97M-V functional and the def2-TZVPD basis.

ORCA input file:
```
! RIJCOSX wB97M-V def2-TZVPD def2/J DEFGRID3
* xyz 1 1
H 1.343 1.287 2.495
N -1.908 0.569 -0.002
H 0.692 0.872 0.120
H -1.068 0.864 0.482
H 3.000 0.991 3.187
H 1.697 -0.315 -0.785
H -2.399 1.432 -0.252
C -1.528 -0.301 -1.003
C 0.855 0.350 -0.876
H 3.384 -0.525 1.820
H 1.609 -0.240 3.374
H 1.014 1.329 -1.324
N -0.278 -0.413 -1.411
O 2.609 0.005 1.544
H -2.301 -1.501 -2.443
N -2.518 -0.984 -1.602
H -3.518 -0.734 -1.463
C 2.092 0.543 2.822
H -0.032 -1.120 -2.098
*
```

Results
HOMO-LUMO gap = 10.334 eV
LUMO level = -3.173 eV
HOMO energy = -13.51 eV


The data favor *one*; the next most stable structure lies 0.0313 hartree above it.